No. 1
Formula: C25H50N3O15P3S6
Source: the OMol25 dataset
Level of theory: ωB97M-V with the def2-TZVPD basis set

Properties
HOMO energy ... -8.055 eV
Charge ... 0
HOMO-LUMO gap ... 8.0 eV
Structure (SMILES) ... N#C[C@@H](CP(=O)(O)O)[C@](C#N)([PH2]=S)P(=N)(O)O.O=S1(=O)CCCC1.O=S1(=O)CCCC1.O=S1(=O)CCCC1.O=S1(=O)CCCC1.O=S1(=O)CCCC1

Geometry as XYZ:
```
102
C25H50N3O15P3S6 (ωB97M-V with the def2-TZVPD basis set)
N -6.77933 -0.13385 0.79367
C -5.54247 -0.52714 0.98461
C -3.97372 -0.86269 1.31860
C -3.90100 -2.34687 2.06631
P -5.07189 -3.65349 1.31161
O -4.46687 -5.10153 1.67849
O -6.71002 -3.61091 1.94264
O -5.20402 -3.61222 -0.42463
C -2.94576 -0.74108 0.05061
C -2.32853 -2.16411 -0.48719
N -1.96588 -3.42054 -0.64415
P -1.42144 0.27822 0.71085
S 0.17796 -0.86993 0.84376
P -3.60722 0.22588 -1.46434
N -4.88021 -0.45795 -2.19976
O -2.30349 0.21884 -2.65658
O -3.87021 1.94381 -1.08971
H -3.62198 -0.08572 2.15377
H -2.77874 -2.72778 2.20738
H -4.28633 -2.14540 3.17792
H -7.34321 -3.53896 1.14848
H -5.05108 -4.52130 -0.82420
H -1.13120 1.29332 -0.26901
H -1.69801 0.92731 1.97331
H -5.15052 -1.29757 -1.64748
H -2.75246 -0.03679 -3.53499
H -3.59100 2.38736 -1.97477
O 0.11698 -0.65403 3.64822
S 1.18767 -0.12628 4.46752
O 1.72646 1.20545 4.27609
C 0.73684 -0.32205 6.18042
C 1.25061 -1.70609 6.54815
C 2.63781 -1.81421 5.91681
C 2.52858 -1.30673 4.47994
H -0.34347 -0.21994 6.29659
H 1.25271 0.45449 6.75305
H 1.28579 -1.84673 7.63241
H 0.59200 -2.47531 6.12748
H 3.34309 -1.18799 6.47660
H 3.01650 -2.84070 5.94527
H 3.44902 -0.81430 4.15617
H 2.27514 -2.11482 3.78826
O -1.49749 4.53791 -1.80147
S -0.23231 3.86465 -1.59613
O -0.11850 2.64879 -0.81563
C 0.53087 3.60029 -3.18461
C 1.33945 4.86586 -3.42805
C 2.01493 5.18846 -2.09604
C 0.95677 5.05817 -1.00178
H -0.23466 3.42706 -3.94286
H 1.18339 2.72606 -3.10099
H 2.06965 4.72805 -4.23083
H 0.67287 5.68849 -3.71332
H 2.82401 4.47065 -1.91415
H 2.45858 6.18899 -2.09912
H 1.39009 4.70288 -0.06342
H 0.43376 6.00406 -0.83614
O -3.70470 1.29637 -4.82877
S -4.07519 1.27260 -6.22816
O -3.13727 0.91259 -7.27275
C -5.54267 0.27752 -6.40683
C -6.68826 1.25849 -6.20663
C -6.29752 2.51552 -6.98238
C -4.84287 2.83246 -6.63946
H -5.53701 -0.53163 -5.67455
H -5.54772 -0.13210 -7.42134
H -7.63811 0.84400 -6.55678
H -6.79502 1.49922 -5.14216
H -6.38947 2.32342 -8.05829
H -6.95248 3.35899 -6.74259
H -4.31894 3.28305 -7.48621
H -4.77090 3.48634 -5.76600
O 5.35978 0.12643 5.88811
S 5.81772 0.42573 4.54764
O 5.20317 -0.15474 3.37043
C 5.87313 2.19613 4.35211
C 7.26681 2.58267 4.82431
C 8.20967 1.53574 4.23309
C 7.58361 0.16393 4.47858
H 5.07722 2.66170 4.93584
H 5.74135 2.41966 3.28923
H 7.53275 3.59480 4.50573
H 7.31560 2.54785 5.91923
H 8.31362 1.70613 3.15462
H 9.20998 1.59762 4.67291
H 7.81592 -0.53465 3.67078
H 7.90178 -0.25550 5.43697
O 5.05720 -4.23309 -0.72258
S 4.17888 -3.81680 -1.79562
O 4.66618 -3.12653 -2.97312
C 3.21397 -5.22281 -2.31300
C 1.98937 -5.19038 -1.41075
C 1.56378 -3.72448 -1.34264
C 2.82089 -2.89308 -1.09259
H 3.80034 -6.13730 -2.20870
H 2.93577 -5.07065 -3.36013
H 1.18882 -5.82818 -1.79671
H 2.25248 -5.54596 -0.40737
H 1.11155 -3.43126 -2.29786
H 0.81688 -3.55585 -0.56059
H 2.75866 -1.91457 -1.57544
H 3.01277 -2.76940 -0.02322
```

***

No. 2
Formula: C14H55Cd2N3O14
Source: the OMol25 dataset
Level of theory: ωB97M-V with the def2-TZVPD basis set

Properties
HOMO energy (alpha / beta) ... -8.840 / -11.148 eV
Charge ... +1
Spin multiplicity ... 2
HOMO-LUMO gap (alpha / beta) ... 5.5 / 7.6 eV

Geometry as XYZ:
```
88
C14H55Cd2N3O14 (ωB97M-V with the def2-TZVPD basis set)
Cd -20.94235 -24.80451 8.94030
Cd -19.88463 -21.01984 9.98098
O -19.17571 -25.97126 8.87466
C -18.12808 -25.09089 9.31572
C -18.67255 -23.92691 10.25667
O -19.79524 -23.09073 9.96501
H -17.48979 -24.78441 8.48701
H -17.46401 -25.60784 10.00845
H -17.80244 -23.31044 10.48245
H -19.04806 -24.39897 11.16455
C -13.48912 -19.86828 11.75750
C -14.91232 -19.71790 11.18566
C -14.89454 -19.45061 9.63359
O -14.34309 -18.11139 9.32387
C -15.20793 -17.02075 9.60256
N -15.69763 -20.94729 11.40853
H -12.70531 -19.28523 11.27399
H -13.00965 -20.84608 11.71152
H -13.42513 -19.46447 12.76792
H -15.25131 -18.85222 11.75469
H -15.91517 -19.44361 9.25100
H -14.42798 -20.25597 9.06630
H -15.56842 -17.06026 10.63046
H -16.14550 -17.01062 9.04672
H -14.76521 -16.07166 9.30036
H -15.42395 -21.78962 10.92305
H -15.92357 -21.17452 12.36635
C -21.99762 -23.29896 14.74264
C -21.47870 -24.32070 13.80247
C -20.69974 -25.29058 14.71864
O -19.58084 -24.67346 15.23488
C -18.80340 -25.54396 16.02945
N -22.69448 -24.88924 13.20250
H -21.25911 -22.92026 15.44924
H -22.83172 -23.73255 15.29436
H -22.39953 -22.49555 14.12532
H -20.87605 -23.85182 13.02461
H -20.50439 -26.20496 14.15841
H -21.27673 -25.67917 15.55779
H -19.34467 -25.63128 16.97152
H -17.92515 -24.92893 16.22566
H -18.46695 -26.50638 15.64389
H -23.42154 -24.66476 13.86665
H -23.10853 -24.32800 12.47197
C -16.02988 -25.47268 13.44786
C -15.95041 -24.08870 14.16563
C -14.79107 -23.23248 13.68035
O -13.57218 -23.82474 14.12927
C -12.39633 -23.23681 13.54456
N -17.20886 -23.40474 13.95219
H -16.50130 -25.36330 12.47119
H -16.55344 -26.24288 14.01424
H -15.03048 -25.82931 13.19864
H -15.88639 -24.06610 15.25352
H -14.78262 -22.23227 14.11348
H -14.84144 -23.10960 12.59846
H -12.39537 -22.17835 13.80485
H -12.34565 -23.46356 12.47961
H -11.57702 -23.81825 13.96734
H -17.90801 -23.88848 14.49743
H -17.53500 -23.43354 12.99673
O -15.12721 -23.75027 9.97104
H -14.52399 -24.49328 9.95369
H -15.88417 -24.04381 9.46399
O -18.33993 -20.47414 11.26348
H -18.43642 -19.58051 11.59264
H -17.39537 -20.59215 11.16285
O -16.23457 -22.10477 7.76477
H -15.31142 -22.24527 7.97523
H -16.45649 -22.82034 7.16900
O -20.78562 -28.31657 9.41548
H -20.55725 -27.58708 8.83936
H -19.94917 -28.60472 9.78092
O -21.62189 -25.82738 10.70252
H -21.31746 -26.72507 10.83560
H -21.95781 -25.55864 11.55761
O -17.44147 -28.48920 9.16597
H -16.54410 -28.16832 9.25539
H -17.97186 -27.69727 9.07786
O -15.29996 -26.88281 9.47141
H -14.69321 -26.34797 8.95952
H -14.74002 -27.51120 9.92730
O -20.94791 -20.97222 11.70473
H -21.88383 -20.78780 11.62550
H -20.82553 -21.20092 12.62612
O -21.90329 -26.30826 7.76387
H -21.73152 -26.52412 6.84728
H -22.76290 -26.68927 7.94312
```

***

No. 3
Formula: C8H9FeNO5
Source: the OMol25 dataset
Level of theory: ωB97M-V with the def2-TZVPD basis set

Properties
HOMO energy (alpha / beta) ... -19.562 / -22.171 eV
Charge ... +3
Spin multiplicity ... 6
HOMO-LUMO gap (alpha / beta) ... 7.7 / 6.7 eV

Geometry as XYZ:
```
24
C8H9FeNO5 (ωB97M-V with the def2-TZVPD basis set)
Fe -0.13824 -0.29136 0.22109
O -2.89350 -1.05434 0.51947
C -1.82347 -0.79530 0.13023
C 1.45448 0.07228 -0.36498
O 2.61234 0.27012 -0.37879
C -0.69260 1.13490 -0.66972
O -1.05798 2.23047 -0.82948
C 0.28487 -1.98102 0.18561
O 0.64851 -3.00491 0.57975
C -0.93594 -1.76720 -4.72748
H -1.22804 -2.80436 -4.47702
H -1.75830 -1.04815 -4.90162
C 0.35703 -1.42235 -4.91447
H 0.64682 -0.40687 -5.24481
H 1.17513 -2.16132 -4.82041
C 0.06012 1.04479 4.26909
C 0.27636 1.16016 2.80090
N 0.89221 2.25614 2.35418
O -0.09067 0.25200 1.99127
H 0.43442 1.91960 4.81617
H 0.51900 0.12919 4.63561
H -0.99588 0.87631 4.46573
H 1.06536 2.39987 1.36087
H 1.18798 2.99134 2.99882
```

***

No. 4
Formula: C5H6O
Source: the OMol25 dataset
Level of theory: ωB97M-V with the def2-TZVPD basis set

Properties
HOMO energy ... -9.087 eV
Charge ... 0
HOMO-LUMO gap ... 9.5 eV

Geometry as XYZ:
```
12
C5H6O (ωB97M-V with the def2-TZVPD basis set)
C -0.41093 1.16660 0.46907
C 0.79125 0.29575 0.45581
C -0.55871 -0.28410 0.85516
C -0.49855 -1.27504 -0.31019
O -0.18509 -0.19972 -1.76508
C 0.75425 -0.63359 -0.78689
H -0.83901 1.52667 -0.46018
H -0.47694 1.84862 1.31283
H 1.67363 0.47220 1.06159
H -0.96317 -0.56555 1.82207
H -0.92338 -1.07191 -1.60216
H 1.64848 -1.12000 -1.17628
```